Entry 1:
A 10-piece molecular cluster, C39H101N7O12S2 overall. Source: the OMol25 dataset; level of theory: ωB97M-V/def2-TZVPD.

Each line ends with the Löwdin charge.
CARTESIAN COORDINATES (ANGSTROEM)
S1 0.03900 -1.30385 7.17384  0.679
S2 -0.53725 1.18390 0.31617  0.703
O1 0.89234 -0.93572 8.29124  -0.340
O2 4.56055 -6.16171 1.27866  -0.199
O3 4.98943 2.60303 0.99646  -0.213
O4 -2.75859 -0.47489 -5.09297  -0.169
O5 0.61445 1.69027 1.10322  -0.344
O6 2.11840 1.40671 -2.15014  -0.210
O7 -0.83411 1.78917 -0.96176  -0.338
O8 2.23073 -3.18732 -2.83569  -0.201
O9 -1.01846 -2.23948 7.34170  -0.318
O10 -2.95855 -5.02735 -2.72113  -0.065
O11 0.11907 5.12084 3.34363  -0.185
O12 -4.15266 4.14927 -0.31346  -0.252
N1 1.07958 -5.91499 -3.99419  0.054
N2 -2.60189 1.69988 -3.34477  0.059
N3 5.27234 -0.16700 2.55592  0.042
N4 2.67666 -6.08313 -1.10644  0.082
N5 4.76072 3.56650 -3.78531  0.029
N6 -7.61036 5.51965 -0.59425  0.039
N7 -3.30642 5.28971 2.14915  0.054
C1 -2.77213 -5.79460 -0.48246  -0.046
C2 -4.14417 -3.76953 -1.10789  -0.058
C3 -0.45629 0.30846 6.47977  -0.206
C4 0.80207 4.29467 4.32400  -0.068
C5 -2.62478 0.21886 -6.31520  -0.113
C6 -4.67322 1.00863 -2.22000  -0.046
C7 1.32777 -4.43040 0.25011  -0.078
C8 -1.98123 0.83903 1.34177  -0.191
C9 -0.23967 -0.60946 -0.00496  -0.188
C10 1.30358 1.01584 -3.15620  -0.178
C11 -2.65997 5.49768 4.57429  -0.046
C12 -6.92027 3.45852 0.51316  -0.063
C13 -6.46108 4.80132 -0.02330  -0.476
C14 3.31780 -5.51938 1.33906  -0.199
C15 -0.90576 -1.39669 1.14333  -0.200
C16 4.37136 1.76357 3.64269  -0.080
C17 -2.19973 5.55035 3.10981  -0.395
C18 -2.83721 -4.59194 -1.36538  -0.481
C19 -3.89990 -0.14146 -4.35265  -0.215
C20 4.17457 0.80047 2.52411  -0.414
C21 0.63288 -3.84574 -5.34829  -0.066
C22 0.10332 0.21561 5.07428  -0.254
C23 5.19318 1.27408 -3.18698  -0.052
C24 2.75309 -5.02282 -0.04655  -0.367
C25 1.66428 -4.76562 -4.73618  -0.430
C26 -2.26540 -0.71178 1.30232  -0.192
C27 5.04744 -6.80942 2.42323  -0.118
C28 -2.88602 4.50713 -0.88402  -0.107
C29 -5.30141 4.81832 -0.95654  -0.153
C30 2.70594 -3.94166 -3.98498  -0.184
C31 -1.04105 4.58382 2.80673  -0.235
C32 1.06759 -1.90518 5.69955  -0.169
C33 3.09917 -2.14690 -2.41023  -0.113
C34 6.31268 2.30423 0.78718  -0.154
C35 1.42719 -0.55133 4.99392  -0.192
C36 -3.45998 0.53020 -3.08202  -0.417
C37 4.12660 2.26535 -3.55128  -0.425
C38 3.08929 2.49498 -2.38607  -0.110
C39 4.00950 1.52628 1.14658  -0.117
H1 1.92772 -2.47543 6.04818  0.096
H2 -4.37021 1.57587 -1.34012  0.057
H3 -4.24117 -2.98913 -1.86185  0.069
H4 -2.11367 1.82545 -2.46600  0.013
H5 -1.07469 -2.43974 0.87883  0.103
H6 -0.74793 -0.62398 -0.96938  0.092
H7 3.48924 -4.59798 -3.59816  0.111
H8 -4.58605 0.57786 -4.80215  0.131
H9 -3.81958 -5.42455 -2.87162  0.085
H10 -0.64399 -0.26902 4.44284  0.103
H11 4.17757 -2.31686 -2.37126  0.091
H12 0.55596 -5.50385 -3.22691  0.055
H13 6.06203 0.22638 2.06396  0.040
H14 -5.60943 4.32497 -1.88002  0.127
H15 -3.55769 -5.66014 0.26031  0.080
H16 3.25112 -3.27420 -4.65426  0.123
H17 1.26588 -3.56173 0.90361  0.066
H18 -0.13934 1.08631 7.17314  0.104
H19 -5.42305 1.59816 -2.75074  0.071
H20 2.13533 -0.00869 5.61952  0.120
H21 0.71373 -5.28330 0.54769  0.063
H22 -3.63837 4.33504 2.18844  0.061
H23 4.32328 -7.59190 2.66272  0.085
H24 -4.38839 -1.05839 -4.01909  0.125
H25 3.51938 2.63466 -1.39390  0.108
H26 3.42274 2.23021 3.91846  0.067
H27 6.84836 2.10634 1.71846  0.079
H28 5.14816 3.75168 -2.86884  0.065
H29 -2.82123 -0.11517 -2.47401  0.119
H30 0.83923 -4.25015 -0.70919  0.056
H31 -6.02406 3.01475 0.95100  0.064
H32 1.79436 1.01799 -4.13265  0.082
H33 -7.92333 4.97842 -1.38940  0.064
H34 -1.81252 5.74457 5.21292  0.072
H35 -1.78227 1.51232 -3.90866  0.049
H36 5.71922 0.91596 -4.07230  0.082
H37 -5.04828 5.87670 -1.02339  0.131
H38 6.47668 1.52159 0.04428  0.089
H39 -2.95815 4.33765 -1.95834  0.090
H40 5.48066 -0.29129 3.53635  0.065
H41 3.60378 2.07732 -4.48915  0.127
H42 -8.34315 5.57049 0.09873  0.070
H43 4.07088 4.25827 -4.04355  0.071
H44 1.06603 -3.03397 -5.93338  0.079
H45 3.03793 1.98629 0.97390  0.101
H46 -0.78176 4.53745 1.74627  0.117
H47 -5.33352 0.18985 -1.92664  0.069
H48 -1.16292 3.54071 3.10745  0.110
H49 -2.89587 -0.92771 0.43883  0.100
H50 -2.89222 -6.70620 -1.06594  0.088
H51 0.46355 1.71351 -3.20049  0.074
H52 -2.75572 -1.14039 2.17607  0.117
H53 -1.99140 -0.16973 -7.11206  0.085
H54 -2.76362 1.53684 1.04289  0.095
H55 -4.11558 -3.26705 -0.13933  0.065
H56 2.19968 -5.25758 -5.54986  0.133
H57 -2.92665 5.39398 1.21880  0.019
H58 -0.44054 -1.22066 2.11353  0.103
H59 4.18078 0.80599 0.34418  0.117
H60 -1.99749 4.13580 -0.37550  0.066
H61 0.40892 -2.57503 5.14767  0.091
H62 -1.86733 6.55364 2.84221  0.139
H63 0.94022 3.27370 3.96529  0.057
H64 0.20892 -6.13275 -4.46795  0.063
H65 3.55350 -6.57778 -0.98863  0.064
H66 -3.10909 4.51584 4.72622  0.076
H67 2.80071 -2.04739 -1.36620  0.079
H68 -2.06247 -3.86262 -1.12798  0.119
H69 -2.27973 1.22622 -6.07201  0.076
H70 4.69498 1.43205 4.63134  0.078
H71 3.23594 -4.08537 -0.32873  0.106
H72 5.09423 2.55748 3.45100  0.081
H73 2.86218 -5.60555 -1.97906  0.022
H74 4.77776 0.39802 -2.68706  0.063
H75 -1.64002 1.15496 2.32852  0.078
H76 3.02296 -1.21320 -2.96947  0.065
H77 0.89945 0.00392 -3.09959  0.088
H78 -1.52170 0.21427 6.69561  0.097
H79 -3.43173 6.25375 4.71846  0.074
H80 6.68101 3.28058 0.46815  0.097
H81 1.81237 4.68007 4.45976  0.086
H82 0.13202 -4.48240 -6.07903  0.077
H83 3.40521 -4.72556 2.08395  0.124
H84 2.62705 -6.25118 1.76697  0.118
H85 -1.73952 -5.78432 -0.13216  0.067
H86 -2.80393 5.58235 -0.70217  0.080
H87 1.57355 -0.58231 3.91530  0.096
H88 -3.56603 0.41902 -6.83172  0.083
H89 0.84444 -0.69381 -0.07345  0.096
H90 6.04355 -7.21789 2.25961  0.088
H91 3.31928 0.18003 2.79714  0.104
H92 0.27884 4.34815 5.27939  0.081
H93 5.12570 -6.25482 3.36142  0.081
H94 -6.13804 5.33148 0.87531  0.132
H95 2.49713 3.40019 -2.53460  0.120
H96 -0.02874 -3.44304 -4.58173  0.083
H97 -7.70711 3.31448 1.25222  0.078
H98 -4.94935 -4.50214 -1.04097  0.080
H99 0.20513 1.18653 4.58711  0.093
H100 5.96079 1.66073 -2.51557  0.072
H101 -7.18537 2.94218 -0.41233  0.075

As for the HOMO energy: -9.011 eV. As for the total charge: 0. Its SMILES is O=S1(=O)CCCC1.O=S1(=O)CCCC1.COC[C@H](C)N.COC[C@H](C)N.COC[C@H](C)N.COC[C@H](C)N.COC[C@H](C)N.COC[C@H](C)N.COC[C@H](C)N.CC(C)O. The calculation puts the orbital gap at 9.131 eV.

Entry 2:
A 11-piece molecular cluster, C39H102N2O13 overall. Source: the OMol25 dataset; level of theory: ωB97M-V/def2-TZVPD.

Each line ends with the Löwdin charge.
CARTESIAN COORDINATES (ANGSTROEM)
O1 -1.09530 1.38577 5.55736  -0.217
O2 -6.56733 -5.41319 1.32636  -0.033
O3 4.51216 -4.57553 -0.37402  -0.123
O4 1.95924 -0.16908 -1.12683  -0.191
O5 1.45358 -3.64859 0.41131  -0.056
O6 1.28543 5.77358 1.14154  -0.047
O7 3.39702 -4.47128 -6.38765  -0.079
O8 -2.18124 3.02585 3.53026  -0.065
O9 5.03914 5.36083 -1.02211  -0.062
O10 -0.32863 3.36209 -6.13716  -0.064
O11 -9.67418 2.54614 -0.71625  -0.065
O12 3.82202 0.80629 3.43091  -0.214
O13 -4.59608 -0.28949 0.16667  -0.196
N1 0.24360 0.46683 2.97394  -0.054
N2 -1.05887 0.25181 -0.80300  -0.041
C1 0.66316 1.85463 -4.74902  -0.067
C2 1.48944 1.10720 2.59356  -0.187
C3 -0.69118 5.38358 -0.10131  -0.032
C4 2.88732 0.38157 2.43754  -0.161
C5 -4.39868 -6.33194 1.30309  -0.035
C6 6.76029 -3.60419 -0.09909  -0.112
C7 2.93411 -4.84969 -5.04752  -0.447
C8 6.19544 4.67751 -1.50791  -0.536
C9 5.21437 -3.42441 0.05783  -0.431
C10 1.66263 -5.74638 1.73133  -0.098
C11 -3.42316 -0.65377 -0.54036  -0.208
C12 -5.34040 -5.12034 1.78297  -0.543
C13 -7.51581 2.57733 -1.83186  -0.072
C14 1.47977 3.99999 -0.29054  -0.044
C15 -3.52358 2.71629 3.72635  -0.473
C16 0.27284 -0.18964 4.30806  -0.181
C17 0.18943 0.74418 5.48047  -0.198
C18 1.67249 2.57283 -7.07536  -0.071
C19 3.19552 -6.35003 -4.83604  -0.107
C20 -0.30382 -0.99930 -0.70932  -0.197
C21 -4.13091 4.09329 4.21984  -0.042
C22 -2.26812 0.18512 0.01777  -0.203
C23 -8.45120 3.31276 -0.88541  -0.438
C24 4.73641 -3.39167 1.53736  -0.077
C25 7.40371 5.49387 -1.18397  -0.081
C26 -0.45096 -5.10273 0.51745  -0.076
C27 -4.26055 2.32221 2.44636  -0.056
C28 1.10344 -5.04792 0.52399  -0.476
C29 -5.73670 -0.64776 -0.51960  -0.158
C30 0.83931 -0.87820 -1.68404  -0.225
C31 0.46906 2.23240 -6.20377  -0.537
C32 -7.77835 3.33790 0.50774  -0.072
C33 -1.17059 2.32471 6.53954  -0.147
C34 1.43383 -4.51067 -4.74719  -0.088
C35 2.99875 -0.01319 -2.04456  -0.144
C36 4.35759 2.12342 3.27672  -0.120
C37 6.22267 3.32081 -0.83548  -0.086
C38 0.55113 4.78355 0.55756  -0.566
C39 -4.86976 -3.80484 1.32316  -0.072
H1 -0.32834 6.28119 -0.60206  0.080
H2 -0.80576 -6.13324 0.53378  0.065
H3 1.09613 -1.84594 -2.11491  0.110
H4 -3.88951 -6.08717 0.37091  0.064
H5 4.98195 -2.48304 -0.44005  0.123
H6 4.28304 -4.29267 1.95059  0.058
H7 -8.64456 4.32202 -1.24886  0.130
H8 -3.92293 -3.60960 1.82666  0.086
H9 7.17454 -3.05083 0.74370  0.056
H10 1.16988 0.89074 -4.70158  0.060
H11 1.04224 -4.93926 -3.82466  0.066
H12 -5.35814 -5.12857 2.87280  0.129
H13 5.52945 -3.07740 2.21591  0.065
H14 1.38540 -5.56220 -0.39477  0.121
H15 7.07436 2.72927 -1.17134  0.071
H16 6.27178 3.44027 0.24684  0.073
H17 -9.65146 2.10683 0.13704  0.071
H18 -1.08454 4.65773 -0.81299  0.073
H19 5.09335 2.13079 2.47253  0.074
H20 -0.28522 1.72015 -4.22885  0.081
H21 -5.00598 -7.23267 1.21371  0.063
H22 -5.31544 2.20285 2.69346  0.074
H23 -5.63513 -1.65878 -0.91408  0.080
H24 -6.85405 -6.25274 1.69320  0.092
H25 3.24497 0.62336 1.43667  0.102
H26 1.48126 1.94019 3.29652  0.098
H27 1.11115 -0.88248 4.38085  0.116
H28 -6.85855 3.91299 0.61413  0.073
H29 -3.51311 1.88743 4.43414  0.134
H30 -3.30896 -1.70865 -0.29082  0.105
H31 3.39623 -4.21605 -4.29051  0.120
H32 -3.56261 -0.48113 -1.60753  0.124
H33 -0.50140 1.14252 2.88161  0.086
H34 -0.66320 3.24869 6.26221  0.101
H35 -1.47352 5.64807 0.61010  0.072
H36 0.93070 1.53390 5.35809  0.117
H37 -6.68162 -0.66245 0.02355  0.089
H38 -4.20871 3.01840 1.60926  0.085
H39 3.78675 0.55701 -1.55260  0.069
H40 0.48106 0.20690 6.38290  0.123
H41 2.51041 0.55509 -2.83619  0.063
H42 -3.81555 1.39762 2.07866  0.050
H43 -2.22514 2.55517 6.69097  0.091
H44 2.34280 -3.39045 0.66476  0.042
H45 -2.05675 -0.36346 0.93564  0.104
H46 2.54343 -7.05899 -5.34616  0.070
H47 4.86596 -5.44774 -0.18512  0.075
H48 7.12262 -4.63125 -0.05465  0.063
H49 4.84165 5.99065 -1.71920  0.081
H50 1.26386 -3.44086 -4.62583  0.054
H51 0.23922 4.19627 1.42122  0.123
H52 2.33818 1.70971 -7.07247  0.071
H53 2.70133 -5.91735 1.44852  0.053
H54 3.51873 -0.86633 -2.48031  0.073
H55 -3.56427 -6.48493 1.98751  0.061
H56 0.81275 -4.75307 -5.60952  0.065
H57 -8.42893 3.82220 1.23596  0.080
H58 2.23157 4.52519 -0.87966  0.083
H59 0.46560 -0.39235 -2.58536  0.101
H60 3.11407 -5.20308 -6.94083  0.063
H61 4.19439 -6.66722 -5.13563  0.066
H62 2.14920 3.48741 -6.72271  0.076
H63 7.52308 5.65983 -0.11332  0.083
H64 3.08775 -6.54336 -3.76874  0.063
H65 7.14134 -3.20592 -1.03945  0.054
H66 1.91795 3.41353 0.51703  0.065
H67 -1.74660 2.58877 4.26623  0.031
H68 -0.45749 0.97152 -0.42821  0.092
H69 5.30491 2.84450 -1.18036  0.067
H70 3.68022 2.97726 3.26216  0.074
H71 -7.89159 2.32231 -2.82275  0.078
H72 4.92488 2.25649 4.19790  0.079
H73 -0.97517 3.35047 -6.84671  0.089
H74 -0.82228 1.89838 7.48029  0.093
H75 -3.86273 4.19095 5.27180  0.056
H76 -7.30098 1.59059 -1.42165  0.045
H77 2.17430 5.49884 1.37823  0.088
H78 -6.53295 3.02267 -1.98601  0.085
H79 -3.56667 4.88697 3.73013  0.076
H80 8.33786 5.11771 -1.60110  0.078
H81 -5.47171 -2.94074 1.60434  0.082
H82 -5.96724 -0.00622 -1.37011  0.068
H83 1.26670 -6.72929 1.98669  0.073
H84 1.30104 1.62523 1.65322  0.086
H85 -0.11752 1.46801 -6.71341  0.129
H86 -0.57250 -0.87519 4.36739  0.112
H87 1.56034 -5.15098 2.63859  0.082
H88 6.04587 4.41368 -2.55487  0.129
H89 -4.56349 -3.61202 0.29500  0.072
H90 7.24577 6.48814 -1.60180  0.070
H91 0.17805 -1.12521 0.26024  0.115
H92 1.40854 2.79504 -8.10931  0.068
H93 2.84269 -0.70635 2.48769  0.104
H94 3.85511 -2.80231 1.79045  0.044
H95 -5.21061 4.14074 4.07805  0.064
H96 -2.67591 1.11078 0.42395  0.099
H97 1.26757 2.55938 -4.17795  0.080
H98 -7.38636 2.35311 0.76194  0.074
H99 0.91144 3.35102 -0.95682  0.077
H100 -0.75465 -4.54498 1.40335  0.074
H101 -0.95774 -1.78263 -1.09255  0.120
H102 -0.91741 -4.67987 -0.37233  0.062

As for the HOMO energy (spin up / spin down): 0.770 / -6.597 eV. Its spin multiplicity is 2. As for the total charge: -1. The energy above the lowest of the compared OMol25 structures with the same formula, charge and spin is 0.0 kcal/mol. The calculation puts the orbital gap (spin up / spin down) at 1.353 / 8.667 eV.

Per-record calculated total energy, a.u.: -3628.7303; -2634.4129